(1)
DFT (ωB97M-V with the def2-TZVPD basis set) results for a cluster of 10 separate species, C32H43ClF9N2O30P2S in total at a distorted geometry.

```
! wB97M-V def2-TZVPD RIJCOSX def2/J DEFGRID3
* xyz -1 1
C 0.1975 -1.5902 4.3244
N 0.1648 -1.9628 2.9258
C -0.0995 -0.8872 2.0082
C 1.0714 -0.0047 1.6265
Cl 0.4663 0.9044 0.0972
C 2.4032 -0.5960 1.1840
O 3.3069 0.4841 1.2843
P 2.9801 1.3621 2.7352
O 3.5526 -0.0421 3.6633
C 2.5876 2.2095 4.3649
N 3.7898 2.5260 5.1646
P 2.4645 3.2309 1.5575
S 0.7568 4.1622 1.9090
O 1.3477 0.8058 2.6728
H -0.6945 -1.0332 4.5822
H 1.0623 -0.9794 4.5794
H 0.1983 -2.4775 4.9509
H 0.8888 -2.5974 2.6459
H -0.6025 -1.2664 1.1282
H -0.8124 -0.2371 2.5009
H 2.4035 -0.8366 0.1291
H 2.7230 -1.4927 1.7098
H 4.3481 1.8633 2.6787
H 4.5156 0.0443 3.6450
H 2.0044 3.1203 4.2673
H 1.9750 1.5081 4.9126
H 4.6298 2.1562 4.7418
H 3.6783 2.1477 6.0923
H 2.5602 2.9182 0.1862
H 3.5418 4.1104 1.8364
C -3.1379 -4.5133 -0.3583
C -2.4457 -4.2006 -1.6646
O -1.3290 -3.4428 -1.2363
C -1.0183 -3.8503 0.0286
O -0.0030 -3.6080 0.5816
O -2.0342 -4.5698 0.5553
F -3.2118 -3.4402 -2.4841
H -3.8168 -3.7130 -0.0632
H -3.6774 -5.4526 -0.3744
H -2.0971 -5.0745 -2.2170
C 3.0947 7.1907 1.3872
C 4.0700 7.6124 2.4572
O 4.1229 9.0252 2.2826
C 2.9269 9.4069 1.7623
O 2.5402 10.5325 1.7289
O 2.2423 8.3472 1.3007
F 5.3074 7.0980 2.2603
H 3.5911 7.0352 0.4285
H 2.5284 6.3019 1.6507
H 3.7492 7.3882 3.4748
C 1.5610 -2.4945 -2.4733
C 1.4083 -1.0461 -2.8563
O 1.7044 -1.0651 -4.2497
C 1.3576 -2.3002 -4.7134
O 1.2300 -2.5746 -5.8615
O 1.1746 -3.1618 -3.6887
F 2.3064 -0.2614 -2.2217
H 2.5903 -2.7520 -2.2305
H 0.9227 -2.7828 -1.6463
H 0.4058 -0.6403 -2.7030
C 1.1887 -6.1378 3.2298
C 2.3737 -6.8540 2.6234
O 2.8053 -5.9437 1.6325
C 2.4498 -4.6902 2.0500
O 2.8639 -3.6802 1.5952
O 1.5598 -4.7713 3.0672
F 2.0186 -8.0242 2.0334
H 0.2697 -6.3350 2.6753
H 1.0344 -6.3755 4.2790
H 3.1924 -7.0436 3.3197
C 7.1997 -3.4441 -3.2455
C 6.3382 -2.2934 -2.7793
O 5.0274 -2.7876 -3.0015
C 5.0887 -4.1475 -2.8849
O 4.1535 -4.8550 -2.7387
O 6.3758 -4.5730 -2.9446
F 6.5317 -1.1866 -3.5343
H 7.3807 -3.3972 -4.3202
H 8.1498 -3.5082 -2.7222
H 6.4511 -2.0329 -1.7262
C -6.4062 -2.7419 -3.2869
C -6.9185 -3.8333 -4.1953
O -6.4093 -5.0093 -3.5744
C -6.3002 -4.7433 -2.2558
O -6.1693 -5.5791 -1.4116
O -6.3785 -3.4223 -2.0165
F -6.4024 -3.7339 -5.4472
H -5.4002 -2.4187 -3.5543
H -7.0585 -1.8752 -3.2468
H -8.0041 -3.9194 -4.2398
C 2.2990 13.7076 2.8273
C 1.1434 13.9222 3.7737
O 1.1700 15.3274 3.9749
C 1.7057 15.8875 2.8519
O 1.6421 17.0387 2.5783
O 2.3099 14.9437 2.0944
F 1.3308 13.3016 4.9633
H 3.2418 13.5929 3.3626
H 2.1589 12.8570 2.1669
H 0.1705 13.6346 3.3735
C -10.2353 -7.2625 -1.1587
C -8.9795 -7.7059 -1.8751
O -8.9563 -6.8376 -2.9966
C -9.5848 -5.6935 -2.6328
O -9.5021 -4.6657 -3.2249
O -10.2916 -5.8710 -1.4971
F -9.0670 -8.9876 -2.3033
H -11.1193 -7.7689 -1.5480
H -10.1871 -7.3979 -0.0822
H -8.0573 -7.5787 -1.3064
C -1.2406 1.6156 -4.4492
C -2.0922 2.7694 -3.9748
O -3.4057 2.2619 -4.1433
C -3.3429 0.9099 -4.0133
O -4.2860 0.2092 -3.8391
O -2.0565 0.4834 -4.1008
F -1.9382 3.8684 -4.7503
H -1.0889 1.6368 -5.5290
H -0.2748 1.5695 -3.9523
H -1.9440 3.0450 -2.9302
*
```

Properties
- LUMO: 1.60 eV
- Calculated total energy: -6051.99976 hartree
- E_HOMO: -0.1740 hartree
- Frontier orbital gap: 6.33 eV


(2)
DFT (ωB97M-V with the def2-TZVPD basis set) results for a structure of composition C32H43N7O12P3S3Ti at a distorted geometry.

```
! wB97M-V def2-TZVPD RIJCOSX def2/J DEFGRID3
* xyz 1 1
Ti 0.7175 -0.0216 0.0281
C 0.1689 5.7702 2.8298
N 0.0015 5.2119 1.5005
C 0.6706 5.6479 0.3719
C 0.1201 5.0327 -0.6866
N -0.8863 4.1959 -0.2120
C -0.9557 4.2946 1.1713
S -1.9904 3.5668 2.2543
C -1.8855 3.6536 -1.0763
C -2.2798 4.3858 -2.1888
C -3.2976 3.8714 -2.9749
C -3.8949 2.6751 -2.6137
C -3.4195 2.0208 -1.4922
N -2.4134 2.4873 -0.7494
H 0.3236 6.8440 2.7444
H 1.0132 5.3205 3.3530
H -0.7370 5.5704 3.3961
H 1.4621 6.3749 0.4216
H 0.3652 5.0896 -1.7316
H -1.8489 5.3540 -2.4025
H -3.6402 4.4217 -3.8409
H -4.7097 2.2522 -3.1829
H -3.8519 1.0809 -1.1723
C -2.0362 -6.7597 -0.6690
C -1.0104 -5.7618 -0.2198
C -1.4175 -4.6027 0.4344
C -0.4899 -3.6489 0.8287
C 0.8566 -3.8610 0.5642
C 1.2960 -5.0255 -0.0615
C 0.3547 -5.9629 -0.4510
S 2.0900 -2.7320 1.0806
O 2.8351 -3.2669 2.1797
O 2.9416 -2.3943 -0.0646
N 1.2797 -1.3344 1.4683
C 1.2659 -0.9251 2.8493
C 2.2713 -1.2254 3.7691
C 2.1560 -0.7188 5.0526
C 1.0783 0.0822 5.3957
C 0.1440 0.3444 4.4119
N 0.2353 -0.1525 3.1788
H -2.9278 -6.7075 -0.0472
H -1.6345 -7.7728 -0.6591
H -2.3563 -6.5341 -1.6883
H -2.4774 -4.4579 0.6239
H -0.8205 -2.7550 1.3385
H 2.3522 -5.2024 -0.2225
H 0.6837 -6.8753 -0.9332
H 3.1120 -1.8447 3.5049
H 2.9200 -0.9560 5.7816
H 0.9635 0.4896 6.3896
H -0.7163 0.9759 4.6033
N 0.2435 -1.3191 -4.0335
C 1.2808 -0.3413 -3.4992
C 2.2728 0.0120 -4.5991
P 2.0456 -1.0711 -2.0003
O 2.8221 -2.2614 -2.6540
O 2.7022 0.0576 -1.2665
O 0.7352 -1.4521 -1.2494
P 0.2319 1.1249 -2.9525
O 0.9685 2.4414 -3.4596
O -1.0731 0.8822 -3.6127
O 0.3017 1.2270 -1.4322
H 0.5464 -1.7572 -4.9023
H -0.6220 -0.7428 -4.1796
H 0.0176 -2.0499 -3.3518
H 2.8268 -0.8725 -4.9172
H 2.9865 0.7439 -4.2258
H 1.7700 0.4476 -5.4650
H 3.2711 -2.8131 -1.9821
H 0.6252 2.7472 -4.3127
N -1.1006 0.4431 0.7451
C -2.0573 -0.6321 0.5626
C -2.7724 -1.1120 1.6486
C -3.7008 -2.1207 1.4345
C -3.9020 -2.6312 0.1566
C -3.2066 -2.1071 -0.9222
C -2.2820 -1.1026 -0.7226
S -5.0114 -4.0168 -0.1246
O -5.9972 -3.8926 0.9247
O -4.0917 -5.1423 0.0219
O -5.4765 -3.7980 -1.4798
H -0.9400 0.6119 1.7463
H -1.5118 1.3052 0.3207
H -2.6009 -0.7088 2.6387
H -4.2863 -2.5235 2.2510
H -3.4238 -2.4950 -1.9096
H -1.7667 -0.6509 -1.5645
C 4.2037 0.6484 1.3833
P 3.0066 1.9339 1.0727
C 3.0217 3.0305 2.4830
C 3.4403 2.8800 -0.3789
O 1.5591 1.3876 0.9651
H 5.2009 1.0646 1.2269
H 4.0528 -0.1919 0.7067
H 4.1109 0.3181 2.4179
H 4.0440 3.2058 2.8181
H 2.4446 2.5700 3.2869
H 2.5609 3.9784 2.2062
H 4.1597 3.6518 -0.1027
H 2.5313 3.3487 -0.7597
H 3.8577 2.2289 -1.1431
*
```

Properties
- LUMO: -4.19 eV
- Calculated total energy: -5599.69726 hartree
- Energy above the lowest of the compared OMol25 structures with the same formula, charge and spin: 245.6 kJ/mol
- E_HOMO: -0.3624 hartree
- Frontier orbital gap: 5.67 eV